Record 1
Entry from OMol25: a molecular structure, C13H28Cl3LiMgN2O7S at a distorted geometry (ωB97M-V with the def2-TZVPD basis set).

The geometry in ORCA input format:
```
! RIJCOSX wB97M-V def2-TZVPD def2/J DEFGRID3
* xyz 0 1
C 0.20 3.86 1.52
C -0.58 2.61 1.05
C -0.17 2.31 -0.37
O -0.91 1.25 -1.06
S -0.92 -0.23 -0.47
C -2.32 -0.38 0.66
C -3.63 -0.36 -0.12
C -4.75 -0.52 0.94
C -3.88 0.94 -0.86
N 0.42 -0.45 0.57
C 1.69 -0.40 -0.23
C 0.28 -1.86 1.04
C 0.14 -2.13 2.51
O 0.25 -2.76 0.23
H -0.12 4.72 0.92
H 0.10 4.02 2.59
H 1.25 3.70 1.26
H -1.65 2.87 1.11
H -0.33 1.82 1.77
H -0.37 3.21 -0.95
H 0.91 2.17 -0.40
H -2.27 -1.35 1.15
H -2.30 0.39 1.48
H -3.73 -1.21 -0.80
H -4.62 0.25 1.72
H -5.69 -0.27 0.46
H -4.77 -1.51 1.39
H -3.81 1.81 -0.18
H -4.89 0.92 -1.24
H -3.25 1.05 -1.73
H 2.25 0.46 0.15
H 2.32 -1.26 -0.08
H 1.47 -0.19 -1.28
H 1.09 -2.16 3.04
H -0.57 -1.47 3.01
H -0.27 -3.14 2.59
C 5.09 -2.39 0.35
Cl 4.69 -2.67 -1.36
Cl 5.24 -0.67 0.68
H 4.28 -2.80 0.94
H 6.02 -2.88 0.59
O 2.64 -0.90 -4.25
C 2.34 -2.13 -4.23
C 2.61 -2.81 -5.81
O 2.33 -4.04 -5.75
H 1.30 -2.40 -3.96
H 2.94 -2.78 -3.54
H 3.68 -2.53 -6.04
H 2.02 -2.16 -6.47
Li 4.58 -2.80 -4.15
Mg -2.54 1.54 3.01
N 0.05 4.13 5.42
O 0.41 4.24 6.59
O -0.46 5.10 4.81
O 0.20 3.03 4.81
Cl -4.01 -0.80 -3.05
*
```

Output
LUMO energy (Eh): -0.1817
Electronic energy (eV): -85284.252
Gap between HOMO and LUMO (Eh): 0.056



Record 2
Entry from OMol25: a molecular structure, C5H4O at a distorted geometry (ωB97M-V with the def2-TZVPD basis set).

The geometry in ORCA input format:
```
! RIJCOSX wB97M-V def2-TZVPD def2/J DEFGRID3
* xyz 0 1
C -1.07 -0.20 -0.09
C -0.91 -0.54 1.22
C 0.27 0.19 -0.48
C 0.51 -0.30 1.39
C 0.93 0.64 -1.52
O 1.41 -0.33 2.15
H -1.97 -0.20 -0.68
H -1.62 -0.90 1.96
H 1.99 0.85 -1.46
H 0.46 0.81 -2.49
*
```

Output
LUMO energy (Eh): -0.0037
Electronic energy (eV): -7293.946
Gap between HOMO and LUMO (Eh): 0.323
ΔE to the lowest compared entry with this formula, charge and spin (eV): 1.7624



Record 3
Entry from OMol25: a molecular structure, C15H24ClF4N2OPRu (ωB97M-V with the def2-TZVPD basis set).

The geometry in ORCA input format:
```
! RIJCOSX wB97M-V def2-TZVPD def2/J DEFGRID3
* xyz 1 2
Ru 0.06 -0.53 -0.40
C 0.99 2.19 -0.45
C 2.06 1.29 -1.06
N 2.05 -0.05 -0.43
C 2.95 -1.01 -1.13
C 2.71 -1.15 -2.62
C 2.49 0.06 1.01
C 1.81 -1.00 1.85
N 0.40 -0.97 1.44
C -0.56 -1.67 2.14
C -1.85 -1.64 1.62
F -2.04 -0.99 0.43
C -2.93 -2.26 2.22
F -4.12 -2.18 1.63
C -2.76 -2.97 3.39
C -1.48 -3.04 3.91
F -1.26 -3.74 5.02
C -0.40 -2.42 3.31
F 0.80 -2.57 3.88
H 0.75 2.99 -1.15
H 1.28 2.63 0.50
H 0.03 1.67 -0.29
H 3.06 1.73 -0.97
H 1.84 1.15 -2.12
H 2.82 -1.97 -0.63
H 3.98 -0.68 -0.95
H 1.66 -1.34 -2.84
H 3.30 -1.98 -2.99
H 3.01 -0.26 -3.17
H 2.19 1.03 1.37
H 3.58 -0.01 1.06
H 1.94 -0.78 2.90
H 2.24 -1.99 1.66
H -3.59 -3.47 3.87
Cl -0.75 0.07 -2.52
C -0.47 -5.02 -1.20
P -0.64 -3.35 -1.78
C -0.08 -3.29 -3.48
C -2.38 -2.92 -1.75
O 0.25 -2.47 -0.87
H -1.06 -5.70 -1.81
H -0.80 -5.08 -0.16
H 0.58 -5.32 -1.25
H -0.67 -3.99 -4.07
H 0.96 -3.58 -3.53
H -0.21 -2.28 -3.87
H -2.93 -3.58 -2.43
H -2.50 -1.90 -2.08
H -2.77 -3.05 -0.75
*
```

Output
LUMO energy (spin up / spin down) (Eh): -0.1333 / -0.1593
Electronic energy (eV): -56230.903
Gap between HOMO and LUMO (spin up / spin down) (Eh): 0.279 / 0.267
ΔE to the lowest compared entry with this formula, charge and spin (eV): 0.0000
⟨S²⟩: 0.76



Record 4
Entry from OMol25: a molecular structure, C27H42Cl3N4O3SSiY at a distorted geometry (ωB97M-V with the def2-TZVPD basis set).

The geometry in ORCA input format:
```
! RIJCOSX wB97M-V def2-TZVPD def2/J DEFGRID3
* xyz 0 1
C 1.54 -0.85 -3.72
C 1.06 0.56 -3.52
H 1.46 -1.19 -4.76
H 1.00 -1.55 -3.07
H 2.61 -0.91 -3.43
C 0.54 1.34 -4.48
C 0.31 0.96 -5.90
H 0.27 2.38 -4.26
H 0.43 -0.11 -6.11
H 1.00 1.51 -6.56
H -0.70 1.26 -6.22
Y 0.05 -0.39 0.68
Cl 2.55 -0.32 1.08
Cl -0.27 -2.77 -0.18
C 0.52 2.72 1.44
O -0.29 1.75 1.51
N 0.18 3.98 1.69
C -1.18 4.30 2.12
C 1.11 5.10 1.57
H 1.58 2.53 1.16
H -1.73 3.36 2.21
H -1.67 4.96 1.38
H -1.16 4.83 3.08
H 2.09 4.75 1.22
H 1.23 5.61 2.53
H 0.73 5.84 0.86
H -1.30 -0.70 -2.92
H -2.44 1.72 -3.43
C -2.25 -0.90 -2.40
C -3.27 1.29 -2.85
N -2.77 0.35 -1.87
H -2.07 -1.64 -1.61
C -2.74 0.66 -0.57
O -2.24 -0.06 0.33
H -3.81 2.09 -2.34
H -3.19 1.65 -0.36
H -2.98 -1.29 -3.13
H -3.94 0.76 -3.54
O 0.26 0.41 -1.31
C 1.18 1.06 -2.09
C -0.19 3.20 -1.87
C 1.06 2.58 -1.94
H -1.09 2.58 -1.79
C -0.27 4.59 -1.90
H 2.18 0.76 -1.74
C 2.22 3.35 -1.94
H -1.25 5.08 -1.91
C 0.89 5.36 -1.92
C 2.14 4.74 -1.93
H 3.18 2.82 -1.96
H 0.84 6.45 -1.93
H 3.06 5.32 -1.94
Si 0.42 -6.16 -0.03
Cl 0.64 -5.22 -1.89
C -1.42 -6.24 0.33
C 1.65 -5.38 1.16
C 0.88 -7.98 -0.24
H -1.95 -5.30 0.12
H -1.60 -6.54 1.38
H -1.84 -7.03 -0.31
H 0.16 -8.47 -0.91
H 0.86 -8.50 0.72
H 1.88 -8.11 -0.67
H 1.58 -4.28 1.21
H 2.66 -5.64 0.82
H 1.50 -5.80 2.17
N -1.70 -2.81 2.51
C -1.14 -1.98 3.40
N -0.22 -1.06 3.14
C 0.25 -0.44 4.30
C 1.26 0.53 4.42
C 1.62 1.01 5.69
C 0.98 0.53 6.84
C -0.03 -0.44 6.73
C -0.40 -0.90 5.47
S -1.63 -2.08 5.11
H -2.46 -3.39 2.83
H -1.33 -2.88 1.54
H 1.77 0.88 3.52
H 2.41 1.75 5.79
H 1.27 0.90 7.82
H -0.53 -0.84 7.60
*
```

Output
LUMO energy (Eh): 0.0115
Electronic energy (eV): -98117.392
Gap between HOMO and LUMO (Eh): 0.316
ΔE to the lowest compared entry with this formula, charge and spin (eV): 0.0000



Record 5
Entry from OMol25: 8 unconnected molecules or ions with the total composition C22H51BN8O9 at a distorted geometry (ωB97M-V with the def2-TZVPD basis set).

The geometry in ORCA input format:
```
! RIJCOSX wB97M-V def2-TZVPD def2/J DEFGRID3
* xyz 0 1
C 2.84 -3.47 3.72
N 1.64 -4.22 3.40
C 0.79 -4.05 2.35
C 1.11 -2.96 1.37
O -0.19 -4.77 2.23
H 3.68 -4.17 3.74
H 2.71 -3.02 4.70
H 3.04 -2.69 2.98
H 1.36 -4.97 4.02
H 0.35 -2.94 0.58
H 1.11 -1.99 1.87
H 2.08 -3.14 0.90
C -5.08 1.81 -5.02
N -4.00 1.74 -4.06
C -2.69 2.08 -4.25
C -2.29 2.60 -5.60
O -1.89 1.96 -3.33
H -5.85 2.47 -4.62
H -5.49 0.81 -5.15
H -4.75 2.19 -5.99
H -4.20 1.40 -3.13
H -1.22 2.83 -5.60
H -2.48 1.84 -6.36
H -2.84 3.51 -5.83
C 4.97 1.46 4.13
N 4.64 0.22 4.79
C 3.41 -0.21 5.19
C 2.23 0.68 4.91
O 3.29 -1.30 5.75
H 5.45 1.22 3.18
H 5.68 2.01 4.76
H 4.10 2.08 3.94
H 5.38 -0.43 5.01
H 1.32 0.21 5.28
H 2.35 1.64 5.43
H 2.12 0.84 3.83
C 5.78 -4.47 8.19
N 5.92 -3.49 7.14
C 6.62 -3.60 5.98
C 7.35 -4.89 5.71
O 6.64 -2.67 5.18
H 4.72 -4.69 8.31
H 6.17 -4.04 9.12
H 6.32 -5.39 7.97
H 5.46 -2.60 7.25
H 7.85 -4.84 4.75
H 8.09 -5.07 6.49
H 6.63 -5.72 5.68
C -6.09 -2.39 -7.20
N -5.77 -1.00 -7.47
C -4.83 -0.50 -8.31
C -3.99 -1.49 -9.09
O -4.68 0.71 -8.42
H -7.14 -2.55 -7.46
H -5.95 -2.58 -6.14
H -5.47 -3.07 -7.78
H -6.30 -0.29 -6.98
H -3.28 -0.95 -9.72
H -3.43 -2.12 -8.40
H -4.63 -2.10 -9.73
C -1.56 3.57 8.69
N -0.20 3.81 8.24
C 0.83 2.93 8.18
C 0.57 1.51 8.63
O 1.93 3.29 7.78
H -2.24 3.81 7.87
H -1.77 4.24 9.53
H -1.71 2.54 9.00
H 0.04 4.74 7.93
H 1.48 0.92 8.53
H 0.26 1.50 9.68
H -0.21 1.06 8.01
C -1.32 3.33 -10.59
N -1.31 3.62 -9.17
C -0.70 4.65 -8.52
C 0.06 5.65 -9.36
O -0.78 4.75 -7.31
H -2.36 3.33 -10.92
H -0.89 2.35 -10.74
H -0.77 4.07 -11.16
H -1.80 2.99 -8.54
H 0.49 6.41 -8.71
H 0.87 5.15 -9.89
H -0.61 6.13 -10.07
O -1.30 -1.19 0.45
C -2.16 -0.81 -0.38
N -3.34 -0.37 -0.82
B -4.41 -1.38 -0.50
O -5.75 -0.83 -0.25
H -4.26 -2.55 -0.49
H -5.73 -0.65 0.72
*
```

Output
LUMO energy (Eh): 0.0017
Electronic energy (eV): -54668.576
Gap between HOMO and LUMO (Eh): 0.321
ΔE to the lowest compared entry with this formula, charge and spin (eV): 1.3610



Record 6
Entry from OMol25: a molecular structure, C17H36BBr2N5OP2SiTa (ωB97M-V with the def2-TZVPD basis set).

The geometry in ORCA input format:
```
! RIJCOSX wB97M-V def2-TZVPD def2/J DEFGRID3
* xyz 3 1
Ta -0.11 -0.27 -0.17
Br -4.20 -0.37 -2.46
C -2.94 0.59 -3.49
Br -1.12 0.82 -2.66
H -3.26 1.62 -3.64
H -2.72 0.09 -4.42
C -3.10 2.15 0.04
P -1.35 2.05 0.49
C -0.56 3.52 -0.20
C -1.37 2.31 2.30
C -1.51 0.96 3.00
P -0.11 -0.07 2.49
C -0.34 -1.68 3.28
C 1.33 0.72 3.29
H -3.48 3.11 0.39
H -3.67 1.35 0.50
H -3.23 2.10 -1.04
H -1.07 4.41 0.17
H -0.63 3.51 -1.29
H 0.49 3.56 0.09
H -2.19 2.98 2.55
H -0.44 2.81 2.60
H -2.45 0.46 2.73
H -1.49 1.06 4.09
H -0.43 -1.53 4.36
H 0.52 -2.33 3.10
H -1.25 -2.16 2.91
H 2.03 -0.03 3.65
H 0.97 1.27 4.17
H 1.84 1.42 2.63
N 2.73 -3.47 0.13
C 3.40 -2.69 1.05
C 2.63 -1.59 1.24
N 1.49 -1.69 0.47
C 1.60 -2.84 -0.20
C 0.58 -3.10 -1.19
N -0.26 -2.10 -1.45
C -1.18 -2.60 -2.35
C -0.87 -3.89 -2.64
N 0.25 -4.19 -1.89
H 3.06 -4.35 -0.24
H 4.35 -2.99 1.46
H 2.84 -0.74 1.86
H -2.01 -2.01 -2.71
H -1.33 -4.61 -3.29
H 0.70 -5.09 -1.87
B -4.53 -1.60 0.99
C -3.10 -1.28 0.61
N -2.00 -0.97 0.35
H -4.45 -2.22 2.03
H -5.04 -0.51 1.15
H -5.02 -2.24 0.09
C 2.13 2.64 -2.83
Si 2.70 1.48 -1.51
C 3.55 2.30 -0.09
C 3.59 -0.01 -2.16
O 1.26 0.77 -0.78
H 3.01 3.08 -3.29
H 1.52 3.46 -2.45
H 1.58 2.13 -3.62
H 4.49 2.75 -0.43
H 3.82 1.59 0.70
H 2.96 3.10 0.35
H 4.51 0.29 -2.66
H 2.99 -0.54 -2.91
H 3.86 -0.70 -1.36
*
```

Output
LUMO energy (Eh): -0.3661
Electronic energy (eV): -196460.073
Gap between HOMO and LUMO (Eh): 0.292
ΔE to the lowest compared entry with this formula, charge and spin (eV): 0.0265



Record 7
Entry from OMol25: a single C3H2ClNOS molecule at a distorted geometry (ωB97M-V with the def2-TZVPD basis set).

The geometry in ORCA input format:
```
! RIJCOSX wB97M-V def2-TZVPD def2/J DEFGRID3
* xyz 0 1
C -0.40 -1.02 -0.05
C -1.10 0.20 0.19
C 0.98 -0.96 -0.05
N 1.44 1.04 0.07
O -0.18 2.86 0.25
S 0.00 1.50 -0.07
Cl 2.30 -1.98 0.14
H -0.87 -2.06 -0.39
H -2.17 0.44 -0.09
*
```

Output
LUMO energy (spin up / spin down) (Eh): -0.0372 / -0.0372
Electronic energy (eV): -30032.263
Gap between HOMO and LUMO (spin up / spin down) (Eh): 0.285 / 0.285
ΔE to the lowest compared entry with this formula, charge and spin (eV): 5.8026



Record 8
Entry from OMol25: a single C4H8ClNO3 molecule at a distorted geometry (ωB97M-V with the def2-TZVPD basis set).

The geometry in ORCA input format:
```
! RIJCOSX wB97M-V def2-TZVPD def2/J DEFGRID3
* xyz 0 1
O -3.70 0.75 0.02
C -2.53 0.86 0.10
O -1.87 1.79 0.67
C -1.52 -0.26 -0.42
Cl -2.22 -1.89 -0.42
N -0.30 -0.11 0.31
C 0.86 -0.31 -0.60
C 2.14 0.10 0.05
O 2.34 -0.67 1.24
H -1.01 1.31 0.84
H -1.43 0.10 -1.52
H -0.26 -0.85 1.12
H 0.86 -1.45 -0.78
H 0.50 0.31 -1.41
H 2.92 0.00 -0.72
H 1.99 1.23 0.21
H 3.22 -0.90 1.34
*
```

Output
LUMO energy (Eh): 0.0177
Electronic energy (eV): -24431.779
Gap between HOMO and LUMO (Eh): 0.377
ΔE to the lowest compared entry with this formula, charge and spin (eV): 0.8430



Record 9
Entry from OMol25: a molecular structure, C28H34GeN4O2Sr (ωB97M-V with the def2-TZVPD basis set).

The geometry in ORCA input format:
```
! RIJCOSX wB97M-V def2-TZVPD def2/J DEFGRID3
* xyz 1 2
Sr -0.77 -0.07 -2.14
N -0.34 0.03 -4.80
C -1.79 -0.27 -4.85
C -2.11 -1.60 -4.12
C -3.00 -1.39 -2.86
O -4.05 -0.79 -3.02
O -2.47 -1.76 -1.75
H -0.13 0.88 -5.31
H 0.19 -0.72 -5.23
H -2.17 -0.28 -5.87
H -2.32 0.56 -4.36
H -1.19 -2.15 -3.89
H -2.68 -2.24 -4.79
C -1.54 1.86 3.30
C -2.52 1.14 2.40
N -1.97 1.11 1.06
C -1.25 2.12 0.51
N -0.86 2.00 -0.74
C -0.10 3.11 -1.31
C -0.55 4.45 -0.75
C -0.38 4.40 0.75
N -0.96 3.18 1.30
C -1.29 3.24 2.72
H -0.60 1.30 3.34
H -1.93 1.95 4.31
H -3.50 1.65 2.42
H -2.68 0.11 2.73
H -2.37 0.45 0.41
H -0.23 3.10 -2.40
H 0.97 2.99 -1.12
H -1.60 4.61 -1.00
H 0.03 5.27 -1.17
H -0.89 5.25 1.22
H 0.68 4.46 1.03
H -2.16 3.88 2.87
H -0.44 3.72 3.23
C 2.50 1.79 3.81
C 2.17 0.49 4.18
C 1.71 -0.41 3.23
C 1.55 -0.02 1.90
C 1.87 1.29 1.54
C 2.35 2.18 2.48
Ge 0.82 -1.30 0.66
C 1.61 -1.42 -1.11
C 2.49 -0.45 -1.61
C 2.98 -0.52 -2.91
C 2.60 -1.57 -3.74
C 1.71 -2.53 -3.27
C 1.21 -2.45 -1.98
C 0.45 -3.03 1.44
C -0.55 -3.13 2.41
C -0.85 -4.35 2.98
C -0.16 -5.49 2.59
C 0.83 -5.40 1.63
C 1.14 -4.18 1.06
H 2.87 2.49 4.55
H 2.29 0.18 5.21
H 1.48 -1.42 3.54
H 1.74 1.62 0.52
H 2.62 3.19 2.19
H 2.82 0.36 -0.97
H 3.67 0.23 -3.27
H 3.00 -1.64 -4.74
H 1.41 -3.35 -3.91
H 0.50 -3.20 -1.64
H -1.10 -2.25 2.71
H -1.63 -4.42 3.73
H -0.40 -6.45 3.04
H 1.38 -6.29 1.33
H 1.93 -4.12 0.32
*
```

Output
LUMO energy (spin up / spin down) (Eh): -0.0842 / -0.1425
Electronic energy (eV): -96991.827
Gap between HOMO and LUMO (spin up / spin down) (Eh): 0.273 / 0.285
ΔE to the lowest compared entry with this formula, charge and spin (eV): 0.1611
⟨S²⟩: 0.76